Molecular formula: C35H34BF6NO2S
Method: DFT, ωB97M-V/def2-TZVPD

```
80
Properties=species:S:1:pos:R:3:forces:R:3
C 3.1887 0.2708 -7.1787 0.12 -0.10 -0.25
C 2.5596 0.5755 -5.8728 -1.12 0.48 0.71
C 1.2566 0.9833 -5.6595 0.69 -0.24 0.05
C 0.9192 1.1249 -4.2684 0.75 -0.46 -0.33
C 1.9626 0.8203 -3.4268 -0.35 0.10 -0.81
B 2.0232 0.9006 -1.8136 -0.32 -1.07 -0.98
C 1.7598 -0.6202 -1.2237 0.06 1.46 -0.43
C 2.7996 -1.5337 -1.2080 -0.12 -0.81 0.45
C 2.5462 -2.8395 -0.7942 0.24 -0.10 -0.26
C 3.6764 -3.8220 -0.6692 0.19 -0.34 -0.20
F 3.2633 -5.1062 -0.9127 0.57 0.92 0.28
F 4.7110 -3.5467 -1.5068 -0.71 -0.37 0.66
F 4.2124 -3.8208 0.6117 -0.18 -0.16 -1.06
C 1.2631 -3.2402 -0.4387 -0.13 0.02 0.05
C 0.2487 -2.2917 -0.4078 -0.18 -0.01 -0.03
C -1.1011 -2.6477 0.1564 -0.08 -0.01 0.21
F -1.4982 -1.6915 1.0754 -0.01 -0.77 -0.70
F -2.0910 -2.7143 -0.7696 0.49 0.01 0.59
F -1.0851 -3.8437 0.8205 -0.27 0.79 -0.47
C 0.4858 -0.9786 -0.8239 -0.12 -0.95 0.43
O 3.3665 1.3035 -1.5449 1.58 1.37 1.07
C 3.6381 2.3834 -0.6750 -0.63 -0.51 -0.21
C 2.5642 3.5092 -0.7609 -0.28 -0.45 -0.06
C 2.7409 4.5761 0.3176 0.05 0.04 -0.02
C 2.6671 4.1715 -2.1414 -0.04 -0.20 -0.12
C 1.1480 2.8746 -0.5805 0.54 -0.57 -0.61
O 0.9448 1.7618 -1.4151 -0.82 1.41 0.92
S 3.3930 0.4253 -4.3557 -0.94 0.03 -0.12
H 2.5055 0.5844 -7.9714 0.16 -0.03 -0.06
H 4.1448 0.7860 -7.3045 -0.05 -0.05 -0.08
H 3.3627 -0.8054 -7.2840 0.06 0.11 -0.08
H 0.5593 1.1742 -6.4758 0.19 -0.08 0.14
H -0.0691 1.4146 -3.9246 0.20 -0.01 0.08
H 3.8014 -1.2388 -1.5087 -0.15 0.06 0.04
H 1.0582 -4.2706 -0.1795 0.06 0.07 0.14
H -0.3257 -0.2538 -0.8183 0.23 0.02 -0.03
H 3.7042 1.9767 0.3516 -0.08 0.32 -0.02
H 4.6307 2.7810 -0.9441 -0.20 0.04 0.15
H 1.9050 5.2919 0.2564 0.28 -0.12 0.06
H 2.7354 4.1478 1.3332 0.02 0.20 -0.28
H 3.6788 5.1322 0.1686 -0.21 -0.12 0.14
H 1.9056 4.9536 -2.2512 0.10 -0.10 -0.01
H 3.6569 4.6311 -2.2557 -0.13 -0.02 -0.01
H 2.5392 3.4376 -2.9517 -0.02 0.20 0.30
H 0.9895 2.5658 0.4765 0.17 0.21 -0.06
H 0.3780 3.6313 -0.8200 0.23 -0.15 0.13
C -0.5936 2.2393 4.2077 -0.32 0.55 0.11
C -0.0980 0.9663 3.6655 -0.25 -0.70 -0.58
N -0.7362 -0.2098 3.9067 0.36 0.99 -0.15
C 0.0251 -1.2835 3.4441 1.28 -0.14 -0.19
C 1.1807 -0.7372 2.8285 -0.57 -0.77 0.79
C 2.1409 -1.5813 2.2872 -0.14 -0.31 -0.19
C 2.0099 -2.9506 2.5115 -0.03 0.14 -0.17
C 0.8981 -3.4770 3.1782 -0.21 0.29 0.29
C -0.1209 -2.6478 3.6550 -0.13 -0.04 -0.09
C 1.1294 0.7052 2.9909 0.34 -0.36 -0.64
C 2.2069 1.5639 2.6739 -0.96 -0.07 2.29
C 3.5652 1.2697 3.0582 1.15 0.09 -0.20
C 3.9892 0.1684 3.8682 -0.12 0.14 0.04
C 5.3040 0.0374 4.3004 -0.76 0.03 0.01
C 6.2854 0.9686 3.9491 -0.18 -0.05 -0.52
C 7.6945 0.8117 4.4371 0.34 0.10 -0.08
C 5.9045 2.0220 3.1075 0.02 0.17 0.21
C 4.5819 2.2131 2.7435 -0.41 -0.04 -0.04
H 0.2481 2.9263 4.3412 -0.32 -0.06 0.07
H -1.3203 2.7069 3.5311 0.15 -0.06 0.03
H -1.1019 2.0793 5.1680 0.23 0.13 -0.19
H -1.6647 -0.2847 4.3227 0.60 0.09 -0.05
H 2.9345 -1.1559 1.6698 0.00 -0.33 0.33
H 2.7653 -3.6382 2.1391 -0.25 0.28 0.10
H 0.8365 -4.5563 3.3064 -0.09 0.27 0.05
H -1.0032 -3.0262 4.1751 0.29 -0.07 -0.24
H 1.9533 2.6047 2.4373 0.36 -0.36 0.01
H 3.2576 -0.5618 4.2083 0.25 0.17 -0.15
H 5.5712 -0.8022 4.9408 -0.11 0.17 -0.11
H 8.3266 1.6216 4.0597 -0.09 -0.15 0.08
H 7.7546 0.8226 5.5337 -0.15 0.00 -0.23
H 8.1336 -0.1387 4.1031 -0.20 0.18 0.05
H 6.6589 2.7206 2.7530 -0.16 0.01 0.21
H 4.2838 3.1286 2.2323 0.27 -0.34 -0.12
```
Forces are in eV/Å.

The maximum force comes out at 2.5 eV/Å. For the HOMO-LUMO gap, the calculation gives 0.1333 Ha. The LUMO energy is -2.9407 eV.

These are the Mulliken partial charges, in e, on atoms 1 to 8: -1.249 0.620 -0.697 -1.064 0.384 1.203 0.274 -0.757

Molecular formula: C21H36O21
Method: DFT, ωB97M-V/def2-TZVPD

```
78
Properties=species:S:1:pos:R:3:forces:R:3
C 4.9485 -2.9935 -11.8933 0.73 0.58 -2.92
O 5.1134 -3.5417 -10.6723 0.73 -1.11 2.91
C 5.8113 -2.9135 -9.6994 -1.90 0.27 0.59
O 6.1318 -1.7491 -9.6912 0.42 -1.29 0.12
O 5.8077 -3.8207 -8.6823 0.42 0.19 -0.11
C 6.2097 -3.4194 -7.3893 0.86 1.13 1.49
H 5.3527 -3.7083 -12.6102 0.01 -0.15 -0.22
H 5.5664 -2.1059 -12.0293 -0.51 0.38 0.10
H 3.9013 -2.8871 -12.1764 -0.03 0.46 0.42
H 7.2755 -3.2334 -7.2567 0.22 0.23 -0.84
H 6.0669 -4.1244 -6.5703 -0.74 -0.95 -0.91
H 5.7083 -2.5325 -7.0021 -0.22 0.25 -0.63
C -9.0673 2.7933 -0.5346 0.22 -0.86 -1.66
O -7.6487 2.8629 -0.7318 1.24 1.61 0.28
C -7.0165 3.9070 -0.1313 -1.18 -0.22 1.99
O -7.5747 4.6412 0.6893 1.56 -0.96 -1.97
O -5.7048 3.8691 -0.4587 0.11 0.66 0.83
C -4.8780 4.8927 0.1895 -0.58 0.98 0.06
H -9.3273 2.2541 -1.4455 -0.41 -0.42 0.21
H -9.5867 3.7401 -0.6822 0.27 0.11 0.98
H -9.2729 2.1523 0.3228 -0.31 0.66 0.17
H -5.1596 5.8632 -0.2192 0.03 -0.05 -0.20
H -3.8010 4.7801 0.0657 -0.32 -0.83 -0.72
H -5.0009 5.0220 1.2648 -0.63 -0.69 0.03
C -7.5941 -3.4696 11.6707 -0.54 -0.46 1.08
O -6.2742 -3.5298 11.2471 1.63 1.41 0.41
C -5.6877 -4.6186 10.8249 -1.80 -2.17 -3.78
O -6.2831 -5.6211 10.3838 1.46 1.60 1.83
O -4.4253 -4.3092 10.5717 0.89 0.56 0.86
C -3.5341 -5.1918 9.8825 -1.04 -0.65 0.03
H -8.2195 -4.0915 11.0303 -0.23 0.19 0.27
H -7.8849 -2.4225 11.7548 0.01 -0.05 -0.74
H -7.5637 -3.7750 12.7166 -0.61 -0.59 0.01
H -3.1692 -5.9595 10.5649 0.22 0.17 0.04
H -2.7326 -4.5838 9.4631 -0.19 -0.08 0.18
H -4.1096 -5.7089 9.1147 0.19 0.06 -0.21
C 7.6704 3.6537 0.8829 -0.39 3.15 1.17
O 8.0605 2.6130 0.0618 -0.03 -0.99 -1.03
C 9.0070 2.7404 -0.8692 4.29 0.44 0.23
O 9.9399 3.5738 -0.8906 -3.48 -1.60 0.05
O 9.0378 1.6050 -1.6540 0.94 1.60 -0.25
C 10.1708 1.5986 -2.6156 0.49 -0.39 -0.06
H 8.1393 4.6288 0.7509 0.50 -0.10 -1.32
H 7.8931 3.6505 1.9500 0.07 -1.70 0.14
H 6.6114 3.8938 0.7882 -0.11 -0.63 -0.21
H 9.9301 2.0233 -3.5902 -0.65 -0.07 0.23
H 10.5556 0.5880 -2.7524 -1.02 -0.38 0.09
H 11.1119 2.0788 -2.3473 -0.63 0.67 0.96
O -8.7831 -1.5307 4.8030 2.37 -0.85 0.08
C -7.5699 -1.6234 4.7580 -2.80 1.39 -0.07
O -6.7428 -0.9715 5.5807 -3.00 1.56 2.22
C -5.4459 -1.1319 5.2485 2.65 -0.56 1.39
C -5.5859 -1.5707 3.8554 2.38 -0.67 -1.89
O -6.8343 -2.2022 3.8162 -0.64 -0.77 -0.74
H -4.7982 -0.2870 5.4821 -0.57 0.71 -0.70
H -5.0093 -1.8351 5.9578 0.05 -0.91 -0.33
H -4.8200 -2.2779 3.5370 -0.07 -0.07 0.05
H -5.5370 -0.7424 3.1486 -0.36 0.17 -0.03
O 0.9424 -1.8134 3.2509 1.45 2.17 -4.74
C 1.2314 -1.2476 2.1492 -0.20 -4.24 4.70
O 2.0875 -1.7346 1.2091 -0.24 -1.22 2.04
C 2.0988 -0.9270 0.0836 -0.28 -0.16 -1.25
C 1.2819 0.2656 0.5204 0.65 1.87 -0.53
O 0.7391 -0.1221 1.7737 -1.26 1.94 -0.70
H 3.1384 -0.8024 -0.2192 -0.14 0.56 0.05
H 1.5748 -1.4349 -0.7260 0.09 -0.19 -0.11
H 0.5346 0.6056 -0.1966 -0.44 -0.63 0.22
H 1.8629 1.1754 0.6714 0.35 -0.11 0.30
O 0.4453 0.9944 -5.7886 2.00 1.75 0.14
C 1.1773 1.9608 -5.6727 0.17 -4.91 1.16
O 0.7673 3.1767 -5.7232 -0.08 2.13 -0.32
C 1.8761 4.0345 -5.5962 0.97 2.46 0.34
C 3.0938 3.1616 -5.5793 0.74 -0.65 -1.23
O 2.5742 1.8897 -5.3130 -2.83 -0.89 -0.26
H 1.9419 4.7385 -6.4258 -0.38 -0.18 -0.17
H 1.8536 4.6666 -4.7085 -0.67 -0.30 0.29
H 3.9151 3.3840 -4.8980 -0.37 0.25 0.13
H 3.4852 3.0863 -6.5938 0.46 0.33 -0.07
```
Forces are in eV/Å.

The maximum force comes out at 6.3 eV/Å. For the HOMO-LUMO gap, the calculation gives 0.3796 Ha. As for the SMILES: COC(=O)OC.COC(=O)OC.COC(=O)OC.COC(=O)OC.O=C1OCCO1.O=C1OCCO1.O=C1OCCO1. The LUMO energy is -0.1846 eV.

These are the Mulliken partial charges, in e, on atoms 1 to 8: -0.645 -0.288 0.747 -0.544 -0.276 -0.685 0.243 0.344

Q: The highest LUMO belongs to which entry?
A: C21H36O21

Q: Look up the HOMO-LUMO gap of the second one.
A: 0.3796 Ha

Q: Which of these has the highest LUMO?
A: C21H36O21

Q: Which of these has the highest HOMO-LUMO gap?
A: C21H36O21